Entry 1:
ORCA calculation (ωB97M-V with the def2-TZVPD basis set) on a 2-piece molecular cluster, C4H9N2O overall at a distorted geometry.

Values from the calculation:
- HOMO level: -14.6 eV
- Gap between HOMO and LUMO: 9.58 eV
- Charge: +1
- ΔE to the lowest compared entry with this formula, charge and spin: 5.854 eV
- LUMO level: -0.186 Eh

Each line ends with the Löwdin charge.
Geometry (Å):
C (-1.851, 0.665, -0.546)  -0.110
C (-1.523, -0.843, -0.518)  -0.109
C (-0.952, 0.786, 0.682)  -0.133
C (-0.799, -0.601, 0.738)  0.069
N (3.190, -0.418, -0.031)  0.159
N (1.973, -0.136, 0.186)  -0.097
O (1.615, 1.034, -0.026)  -0.035
H (-1.557, 1.218, -1.433)  0.121
H (-2.893, 0.876, -0.323)  0.124
H (-2.374, -1.520, -0.403)  0.147
H (-0.932, -1.229, -1.350)  0.139
H (0.163, 1.045, 0.309)  0.133
H (-1.058, 1.483, 1.508)  0.153
H (-0.348, -1.276, 1.446)  0.131
H (3.491, -1.371, 0.132)  0.146
H (3.854, 0.288, -0.373)  0.162

---

Entry 2:
ORCA calculation (ωB97M-V with the def2-TZVPD basis set) on C36H46ClF9MoO2P4 as an isolated structure at a distorted geometry.

Values from the calculation:
- HOMO level (spin up / spin down): -13.8 / -13.9 eV
- Gap between HOMO and LUMO (spin up / spin down): 7.28 / 6.95 eV
- Multiplicity: 3
- Charge: +2
- LUMO level (spin up / spin down): -0.239 / -0.255 Eh

Each line ends with the Löwdin charge.
Geometry (Å):
P (1.159, 0.960, -2.632)  1.095
C (2.878, 1.453, -2.942)  -0.299
C (3.610, 0.850, -3.965)  -0.076
H (3.188, 0.032, -4.532)  0.107
C (4.893, 1.288, -4.253)  -0.049
H (5.456, 0.810, -5.042)  0.118
C (5.453, 2.330, -3.529)  -0.042
H (6.455, 2.669, -3.753)  0.120
C (4.723, 2.941, -2.519)  -0.047
H (5.153, 3.755, -1.953)  0.119
C (3.439, 2.511, -2.227)  -0.067
H (2.887, 3.007, -1.441)  0.111
C (0.915, -0.616, -3.497)  -0.325
C (1.604, -1.732, -3.020)  -0.092
H (2.296, -1.629, -2.197)  0.099
C (1.408, -2.971, -3.607)  -0.050
H (1.948, -3.832, -3.236)  0.117
C (0.531, -3.103, -4.677)  -0.047
H (0.388, -4.069, -5.141)  0.119
C (-0.147, -1.992, -5.158)  -0.045
H (-0.820, -2.090, -5.999)  0.120
C (0.040, -0.749, -4.571)  -0.055
H (-0.506, 0.107, -4.932)  0.117
C (0.166, 2.239, -3.454)  -0.298
C (0.599, 2.816, -4.646)  -0.058
H (1.504, 2.472, -5.128)  0.116
C (-0.133, 3.843, -5.219)  -0.041
H (0.201, 4.287, -6.146)  0.120
C (-1.285, 4.311, -4.598)  -0.038
H (-1.848, 5.119, -5.044)  0.120
C (-1.701, 3.753, -3.398)  -0.043
H (-2.586, 4.128, -2.902)  0.116
C (-0.977, 2.719, -2.826)  -0.081
H (-1.279, 2.293, -1.881)  0.073
Mo (0.005, 0.011, 1.880)  1.112
C (-1.549, -1.133, 1.392)  -0.239
C (-1.848, -1.369, 0.086)  -0.380
H (-2.145, -1.586, 2.181)  0.072
C (-0.913, -0.754, -0.906)  -0.393
O (-1.587, -0.061, -1.976)  -0.042
H (-0.898, 0.337, -2.525)  -0.004
C (0.081, 0.125, -0.155)  -0.337
H (-0.347, -1.529, -1.432)  0.125
C (0.960, 0.865, -0.888)  -0.238
Cl (1.970, 1.490, 2.098)  0.098
P (-1.344, 1.935, 2.235)  0.744
P (1.525, -1.808, 1.974)  0.737
C (-0.838, 2.910, 3.689)  -0.235
H (0.184, 3.249, 3.547)  0.033
H (-0.863, 2.268, 4.564)  0.004
H (-1.498, 3.763, 3.834)  0.076
C (-1.398, 3.185, 0.901)  -0.230
H (-2.023, 2.823, 0.088)  0.032
H (-0.389, 3.339, 0.527)  0.038
H (-1.799, 4.131, 1.258)  0.061
C (-3.108, 1.573, 2.552)  -0.225
H (-3.165, 0.873, 3.380)  0.028
H (-3.546, 1.106, 1.672)  0.033
H (-3.668, 2.472, 2.799)  0.066
C (2.315, -2.010, 3.603)  -0.219
H (1.587, -2.421, 4.295)  0.026
H (2.617, -1.033, 3.967)  0.033
H (3.179, -2.667, 3.537)  0.074
C (0.771, -3.441, 1.649)  -0.230
H (0.370, -3.458, 0.638)  0.027
H (-0.048, -3.580, 2.350)  0.042
H (1.488, -4.251, 1.767)  0.062
C (2.937, -1.741, 0.817)  -0.232
H (3.281, -0.712, 0.751)  0.021
H (2.613, -2.058, -0.169)  0.017
H (3.754, -2.378, 1.150)  0.061
P (-3.140, -2.400, -0.480)  0.904
C (-3.806, -3.397, 0.873)  -0.155
C (-2.548, -3.522, -1.777)  -0.143
H (-4.229, -2.753, 1.639)  0.068
H (-3.018, -3.998, 1.316)  0.066
H (-4.588, -4.050, 0.495)  0.074
H (-2.235, -2.940, -2.639)  0.055
H (-3.335, -4.209, -2.078)  0.075
H (-1.697, -4.088, -1.408)  0.064
C (-4.543, -1.506, -1.209)  -0.145
H (-4.888, -0.749, -0.511)  0.064
H (-5.362, -2.186, -1.434)  0.073
H (-4.211, -1.022, -2.122)  0.059
H (1.731, 1.400, -0.354)  -0.010
F (-2.326, 1.195, 5.453)  0.107
C (-1.525, 0.155, 5.843)  -0.405
F (-1.563, 0.263, 7.223)  0.132
F (-2.243, -0.972, 5.479)  0.121
C (0.005, 0.011, 5.300)  -0.160
O (0.005, 0.011, 3.880)  -0.394
C (1.042, 1.055, 5.935)  -0.413
F (1.080, 0.913, 7.313)  0.143
F (2.311, 0.792, 5.456)  0.115
F (0.851, 2.398, 5.736)  0.123
C (0.402, -1.366, 6.034)  -0.415
F (0.013, -1.411, 7.363)  0.130
F (-0.229, -2.452, 5.442)  0.110
F (1.770, -1.549, 6.171)  0.106

---

Entry 3:
ORCA calculation (ωB97M-V with the def2-TZVPD basis set) on a 2-piece molecular cluster, C7H10ClF2N3O2 overall at a distorted geometry.

Values from the calculation:
- HOMO level: -9.4 eV
- SMILES: CC(=O)N(C)N/C(O)=C/C#N.FC(F)Cl
- Gap between HOMO and LUMO: 9.78 eV
- Charge: 0
- ΔE to the lowest compared entry with this formula, charge and spin: 0.000 eV
- LUMO level: 0.015 Eh

Each line ends with the Löwdin charge.
Geometry (Å):
C (0.182, -2.419, -2.137)  -0.285
C (0.101, 0.341, 1.782)  -0.507
C (-1.429, 0.169, 1.531)  0.020
C (2.234, 0.787, 0.617)  -0.018
C (0.501, -1.412, -1.118)  -0.040
C (0.102, -0.125, -1.339)  -0.425
C (-3.360, -2.266, -1.756)  -0.761
N (0.029, -3.305, -2.879)  0.142
N (0.099, 0.945, -0.481)  0.069
N (0.763, 0.861, 0.741)  -0.125
O (0.715, 0.117, 2.809)  0.062
O (-0.475, 0.182, -2.465)  0.102
F (-3.694, -1.119, -1.111)  0.015
F (-4.494, -3.011, -1.886)  -0.003
Cl (-2.842, -1.948, -3.400)  0.724
H (-1.942, 0.886, 0.819)  0.098
H (-1.898, 0.152, 2.453)  0.044
H (-1.474, -0.848, 0.942)  0.109
H (2.605, 1.513, -0.179)  0.108
H (2.809, 1.125, 1.626)  0.142
H (2.489, -0.217, 0.428)  0.050
H (0.868, -1.813, -0.152)  0.121
H (-2.474, -2.795, -1.339)  0.109
H (0.192, 1.904, -0.885)  0.191
H (-0.540, -0.680, -2.913)  0.060

---

Entry 4:
ORCA calculation (ωB97M-V with the def2-TZVPD basis set) on one molecule with the formula C4H7ClN2S at a distorted geometry.

Values from the calculation:
- HOMO level: -8.4 eV
- SMILES: S=CN1C[C@@H](Cl)CN1
- Gap between HOMO and LUMO: 9.11 eV
- Charge: 0
- ΔE to the lowest compared entry with this formula, charge and spin: 1.079 eV
- LUMO level: 0.025 Eh

Each line ends with the Löwdin charge.
Geometry (Å):
C (0.647, -0.883, 1.004)  -0.598
C (-0.776, -1.229, 0.568)  -0.206
C (1.093, 0.109, -0.103)  -0.196
C (-0.325, 1.581, -1.531)  -0.693
H (1.292, -1.759, 1.161)  0.106
H (-1.486, -1.512, 1.389)  0.126
H (-0.753, -2.060, -0.185)  0.130
H (-1.566, 0.647, 0.752)  0.105
H (1.778, 0.876, 0.115)  0.092
H (1.499, -0.467, -0.980)  0.133
H (-1.369, 1.906, -1.677)  0.074
N (-1.263, 0.052, -0.006)  -0.024
N (-0.164, 0.650, -0.551)  -0.251
S (0.837, 2.076, -2.535)  0.608
Cl (0.555, 0.014, 2.579)  0.594

---

| no. | molecular weight (g mol⁻¹) |
| --- | --- |
| 1 | 101.1 |
| 2 | 937.0 |
| 3 | 241.6 |
| 4 | 150.6 |